No. 1
132
Properties=species:S:1:pos:R:3 method="wB97M-V/def2-TZVPD" total_energy_ev=-186060.0470 gap_ev=7.5 multiplicity=1 charge=0 homo_ev=-8.996 smiles="O=C(Br)CB1OB(CC(=O)I)OB(P(O)Cl)O1.c1ccncc1.c1ccncc1.c1ccncc1.c1ccncc1.c1ccncc1.c1ccncc1.c1ccncc1.c1ccncc1.c1ccncc1.c1ccncc1" largest_force_ha_per_bohr=0.1785
O 2.812 5.755 0.142
C 3.702 4.771 -0.011
Br 5.409 4.951 1.072
C 3.533 3.438 -0.951
B 2.031 3.216 -1.583
O 1.024 4.289 -1.831
B -0.126 3.899 -0.991
C -0.778 4.763 0.247
C -1.293 6.268 -0.147
O -1.758 7.037 0.875
I -1.325 7.163 -2.144
O -0.723 2.551 -1.282
B 0.424 1.617 -1.000
P 0.318 0.351 0.435
O 1.899 -0.360 0.730
Cl -0.047 1.496 2.238
O 1.618 1.803 -1.896
H 3.739 2.503 -0.237
H 4.377 3.367 -1.786
H 0.067 4.827 1.088
H -1.672 4.108 0.687
H 2.584 0.376 0.760
C 4.936 -2.824 -0.439
C 4.558 -2.400 0.831
C 5.299 -2.839 1.916
N 6.368 -3.660 1.814
C 6.710 -4.055 0.568
C 6.033 -3.667 -0.577
H 4.380 -2.499 -1.314
H 3.707 -1.744 0.972
H 5.046 -2.534 2.927
H 7.571 -4.716 0.513
H 6.354 -4.014 -1.553
C -5.725 1.822 -1.655
C -6.149 0.518 -1.888
C -5.215 -0.502 -1.792
N -3.914 -0.303 -1.490
C -3.531 0.974 -1.271
C -4.391 2.058 -1.340
H -6.428 2.647 -1.720
H -7.181 0.300 -2.137
H -5.498 -1.537 -1.962
H -2.480 1.107 -1.032
H -4.029 3.063 -1.152
C 2.510 -5.220 2.421
C 1.757 -4.050 2.449
C 0.726 -3.957 3.370
N 0.405 -4.938 4.241
C 1.152 -6.062 4.189
C 2.205 -6.247 3.308
H 3.327 -5.329 1.715
H 1.969 -3.232 1.771
H 0.111 -3.063 3.433
H 0.873 -6.836 4.898
H 2.773 -7.171 3.311
C -6.211 -3.213 2.070
C -5.571 -2.393 1.147
C -5.560 -1.027 1.380
N -6.140 -0.443 2.452
C -6.755 -1.265 3.330
C -6.815 -2.641 3.185
H -6.239 -4.288 1.922
H -5.092 -2.807 0.267
H -5.071 -0.345 0.691
H -7.215 -0.771 4.181
H -7.322 -3.253 3.923
C 1.230 -3.944 -4.163
C 0.909 -2.906 -3.295
C 1.221 -3.053 -1.953
N 1.817 -4.150 -1.436
C 2.115 -5.142 -2.303
C 1.847 -5.085 -3.661
H 1.002 -3.864 -5.222
H 0.427 -2.004 -3.655
H 0.993 -2.270 -1.236
H 2.592 -6.013 -1.862
H 2.110 -5.912 -4.312
C 4.100 9.666 4.378
C 4.016 8.814 3.281
C 4.829 7.692 3.259
N 5.702 7.377 4.241
C 5.763 8.224 5.291
C 4.989 9.368 5.405
H 3.478 10.555 4.431
H 3.334 9.019 2.464
H 4.797 6.994 2.427
H 6.474 7.951 6.065
H 5.078 10.012 6.273
C -11.467 -3.323 6.395
C -11.343 -2.920 5.070
C -10.218 -2.198 4.706
N -9.233 -1.858 5.567
C -9.382 -2.261 6.847
C -10.468 -2.989 7.305
H -12.335 -3.891 6.717
H -12.105 -3.162 4.337
H -10.074 -1.863 3.683
H -8.578 -1.974 7.519
H -10.535 -3.289 8.344
C 3.110 4.513 -6.772
C 2.570 4.073 -5.568
C 3.257 3.103 -4.857
N 4.423 2.555 -5.267
C 4.921 3.001 -6.440
C 4.310 3.969 -7.220
H 2.600 5.273 -7.357
H 1.636 4.476 -5.193
H 2.878 2.729 -3.910
H 5.857 2.544 -6.748
H 4.757 4.291 -8.153
C -6.588 -8.278 -0.940
C -5.574 -7.500 -0.391
C -5.911 -6.576 0.585
N -7.171 -6.382 1.033
C -8.135 -7.151 0.480
C -7.895 -8.103 -0.498
H -6.361 -9.014 -1.706
H -4.545 -7.611 -0.715
H -5.155 -5.947 1.046
H -9.139 -6.975 0.855
H -8.708 -8.694 -0.905
C 10.175 4.001 -4.563
C 9.892 4.859 -5.621
C 8.578 4.961 -6.048
N 7.553 4.271 -5.500
C 7.859 3.445 -4.476
C 9.141 3.279 -3.976
H 11.193 3.896 -4.199
H 10.675 5.435 -6.100
H 8.305 5.619 -6.868
H 7.019 2.901 -4.054
H 9.329 2.602 -3.150

No. 2
129
Properties=species:S:1:pos:R:3 method="wB97M-V/def2-TZVPD" total_energy_ev=-101709.2990 gap_ev=4.9 multiplicity=1 e_above_lowest_ev=0.828 charge=0 homo_ev=-5.467 largest_force_ha_per_bohr=0.0626
Ba -0.401 -0.047 -0.475
O -0.561 -1.779 2.123
C 0.167 -1.964 3.301
C 0.982 -0.765 3.721
C 1.413 -0.635 5.042
C 2.181 0.459 5.390
C 2.499 1.392 4.412
C 2.033 1.167 3.129
N 1.295 0.122 2.791
H -1.163 -1.038 2.313
H 0.851 -2.804 3.125
H -0.505 -2.223 4.133
H 1.145 -1.381 5.775
H 2.534 0.590 6.403
H 3.093 2.263 4.643
H 2.272 1.845 2.317
C -4.397 -4.305 -2.138
O -5.210 -3.567 -1.259
C -6.544 -3.492 -1.480
C -7.265 -4.319 -2.329
C -8.643 -4.201 -2.419
C -9.322 -3.262 -1.663
C -8.613 -2.406 -0.838
C -7.234 -2.490 -0.761
N -6.494 -1.574 0.014
C -5.336 -1.039 -0.404
C -4.938 -0.898 -1.719
C -5.829 -0.936 -2.828
C -5.375 -0.895 -4.106
C -3.986 -0.791 -4.350
C -3.095 -0.704 -3.331
C -3.496 -0.793 -1.953
O -2.675 -0.888 -1.028
H -3.373 -4.068 -1.849
H -4.560 -3.995 -3.175
H -4.566 -5.381 -2.037
H -6.756 -5.068 -2.915
H -9.188 -4.862 -3.074
H -10.395 -3.179 -1.732
H -9.124 -1.644 -0.267
H -6.726 -1.507 0.995
H -4.628 -0.739 0.360
H -6.890 -0.953 -2.631
H -6.058 -0.915 -4.943
H -3.650 -0.763 -5.377
H -2.040 -0.565 -3.504
C 2.599 4.400 0.226
P 1.188 3.233 -0.145
C 0.821 3.688 -1.876
C 1.838 4.001 -2.774
C 1.555 4.191 -4.116
C 0.261 4.039 -4.585
C -0.751 3.706 -3.700
C -0.479 3.537 -2.356
C -0.091 4.159 0.791
C -0.691 5.330 0.344
C -1.612 5.992 1.138
C -1.944 5.493 2.387
C -1.338 4.336 2.846
C -0.423 3.671 2.050
H 3.522 4.014 -0.201
H 2.719 4.453 1.308
H 2.404 5.398 -0.165
H 2.863 4.087 -2.434
H 2.348 4.442 -4.806
H 0.045 4.172 -5.636
H -1.759 3.568 -4.061
H -1.267 3.262 -1.673
H -0.434 5.721 -0.631
H -2.075 6.901 0.778
H -2.677 6.004 2.998
H -1.576 3.950 3.828
H 0.030 2.754 2.400
S 7.553 -2.599 -0.142
C 5.847 -2.030 -0.113
C 4.987 -2.333 -1.155
C 3.701 -1.805 -1.110
N 3.272 -1.038 -0.123
C 4.096 -0.770 0.873
C 5.401 -1.239 0.931
C 8.130 -1.055 -0.858
C 8.441 0.028 -0.053
C 8.801 1.212 -0.681
N 8.867 1.351 -1.992
C 8.585 0.306 -2.747
C 8.209 -0.927 -2.234
H 5.309 -2.954 -1.975
H 2.985 -1.992 -1.898
H 3.696 -0.152 1.663
H 6.048 -0.994 1.759
H 8.399 -0.045 1.022
H 9.041 2.094 -0.102
H 8.653 0.464 -3.815
H 7.978 -1.759 -2.880
C 1.717 0.764 -5.655
C 0.497 -0.063 -5.232
C -0.614 0.166 -6.256
O 0.093 0.431 -3.951
B 0.451 -0.438 -2.937
O 0.965 -1.593 -3.511
C 0.838 -1.562 -4.939
C 2.138 -2.054 -5.575
C -0.280 -2.545 -5.320
H 1.420 1.809 -5.676
H 2.078 0.476 -6.640
H 2.507 0.651 -4.917
H -0.789 1.235 -6.363
H -1.541 -0.301 -5.944
H -0.314 -0.233 -7.223
H 2.993 -1.479 -5.227
H 2.069 -1.993 -6.659
H 2.290 -3.094 -5.296
H -1.222 -2.260 -4.861
H -0.014 -3.532 -4.947
H -0.392 -2.606 -6.399
C -4.019 1.399 4.834
N -3.528 1.509 3.483
C -4.080 2.363 2.589
C -3.606 2.463 1.336
C -2.458 1.655 0.959
O -1.923 1.777 -0.152
N -1.987 0.776 1.852
C -2.466 0.666 3.084
O -2.038 -0.139 3.908
H -4.344 2.373 5.199
H -3.202 1.020 5.449
H -4.852 0.691 4.890
H -4.914 2.949 2.955
H -4.024 3.136 0.609

No. 3
126
Properties=species:S:1:pos:R:3 method="wB97M-V/def2-TZVPD" total_energy_ev=-91880.8244 gap_ev=5.5 multiplicity=1 e_above_lowest_ev=0.811 charge=-2 homo_ev=-2.184 largest_force_ha_per_bohr=0.0185
Cs 0.409 -1.087 -0.673
C 2.830 4.195 5.823
C 1.832 4.306 4.667
C 0.437 4.547 5.263
C 2.232 5.523 3.821
C 1.796 3.045 3.799
C 1.067 3.031 2.646
C 0.993 1.890 1.794
N 0.253 1.786 0.687
C -0.781 2.537 0.314
C -1.515 3.409 1.171
C -2.532 4.194 0.718
C -2.875 4.123 -0.667
C -2.300 3.263 -1.552
C -1.225 2.374 -1.088
O -0.696 1.564 -1.858
C -2.807 3.119 -2.987
C -1.661 3.280 -4.000
C -3.861 4.175 -3.331
C -3.456 1.733 -3.143
C -3.292 5.094 1.696
C -4.430 5.866 1.024
C -3.899 4.246 2.822
C -2.321 6.117 2.303
C 1.863 0.733 2.101
O 2.013 -0.197 1.301
C 2.544 0.734 3.400
C 2.483 1.853 4.175
C 3.340 -0.503 3.813
C 3.966 -0.340 5.200
C 4.484 -0.756 2.818
C 2.411 -1.728 3.856
H 2.860 5.140 6.370
H 3.838 3.979 5.462
H 2.546 3.412 6.529
H 0.433 5.434 5.904
H 0.122 3.687 5.857
H -0.301 4.692 4.473
H 2.274 6.422 4.444
H 1.518 5.707 3.018
H 3.213 5.369 3.367
H 0.581 3.937 2.311
H -1.300 3.367 2.230
H -3.678 4.755 -1.017
H -1.234 4.285 -3.938
H -2.050 3.140 -5.014
H -0.873 2.555 -3.817
H -3.472 5.190 -3.210
H -4.759 4.070 -2.719
H -4.158 4.052 -4.376
H -2.798 0.935 -2.809
H -3.720 1.561 -4.192
H -4.367 1.665 -2.545
H -5.174 5.192 0.595
H -4.062 6.518 0.228
H -4.931 6.493 1.765
H -4.576 3.493 2.414
H -4.459 4.878 3.519
H -3.127 3.723 3.387
H -1.854 6.716 1.518
H -1.525 5.618 2.857
H -2.844 6.789 2.990
H 3.016 1.854 5.115
H 4.684 0.485 5.232
H 4.500 -1.257 5.457
H 3.207 -0.171 5.969
H 5.166 0.099 2.792
H 4.095 -0.926 1.818
H 5.052 -1.638 3.130
H 1.614 -1.574 4.589
H 2.981 -2.612 4.159
H 1.952 -1.939 2.893
O 3.286 -0.403 -3.215
S 3.443 -1.249 -4.416
C 1.787 -1.805 -4.901
C 0.821 -0.663 -5.153
C -0.549 -1.186 -5.608
C -1.505 -1.599 -4.492
S -1.219 -3.088 -3.458
O 0.006 -2.801 -2.664
C -0.593 -4.171 -4.779
C 0.539 -4.933 -4.521
C 0.936 -5.918 -5.415
C 0.197 -6.161 -6.563
C -0.953 -5.420 -6.809
C -1.353 -4.439 -5.916
C 3.917 -2.898 -3.859
C 4.493 -3.793 -4.747
C 4.761 -5.089 -4.330
C 4.454 -5.476 -3.031
C 3.889 -4.567 -2.145
C 3.622 -3.269 -2.557
H 1.421 -2.407 -4.070
H 1.925 -2.444 -5.779
H 1.217 0.021 -5.911
H 0.712 -0.089 -4.229
H -0.415 -1.993 -6.335
H -1.057 -0.376 -6.141
H -2.526 -1.717 -4.866
H -1.548 -0.826 -3.724
H 1.107 -4.730 -3.620
H 1.832 -6.492 -5.208
H 0.510 -6.928 -7.262
H -1.540 -5.607 -7.701
H -2.258 -3.873 -6.108
H 4.720 -3.481 -5.761
H 5.203 -5.798 -5.019
H 4.654 -6.490 -2.708
H 3.631 -4.864 -1.137
H 3.178 -2.558 -1.872
N -3.623 -1.553 -1.048
C -2.654 -1.722 -1.671
N -4.454 -7.169 6.679
C -3.798 -6.617 5.906
C -2.982 -5.945 4.955
C -1.728 -5.443 5.325
C -0.928 -4.815 4.397
C -1.332 -4.667 3.053
C -2.612 -5.155 2.707
C -3.415 -5.782 3.631
C -0.490 -4.071 2.092
C 0.274 -3.544 1.274
H -1.393 -5.554 6.349
H 0.041 -4.428 4.684
H -2.948 -5.019 1.688
H -4.390 -6.154 3.341